# 1
DFT (ωB97M-V with the def2-TZVPD basis set) results for 4 unconnected molecules or ions with the total composition CH12N2O3 in a non-equilibrium geometry.

ORCA input file:
```
! RIJCOSX wB97M-V def2-TZVPD def2/J DEFGRID3
* xyz 0 1
N -1.850 2.694 -1.742
C -0.700 1.827 -1.614
N 0.570 2.594 -1.507
H -1.973 3.234 -0.874
H -1.640 3.368 -2.475
H -0.778 1.193 -0.744
H -0.638 1.190 -2.488
H 0.603 2.999 -0.582
H 1.363 1.976 -1.662
H 0.741 -1.078 -0.247
H -0.436 -2.113 0.060
O -0.111 -1.418 -0.515
H 4.024 -1.898 0.658
H 2.853 -1.096 1.090
O 3.058 -1.920 0.619
H -1.941 -3.363 3.439
H -1.818 -4.457 4.495
O -1.326 -3.732 4.088
*
```

SMILES string: NCN.O.O.O
Kohn-Sham gap, Eh: 0.3514

---

# 2
DFT (ωB97M-V with the def2-TZVPD basis set) results for a molecular structure, C2H2F2LiOTm in a non-equilibrium geometry.

ORCA input file:
```
! RIJCOSX wB97M-V def2-TZVPD def2/J DEFGRID3
* xyz 1 4
F 2.758 0.001 0.299
C 0.469 0.495 0.480
C -0.356 -0.165 -0.403
O -0.685 -1.437 -0.217
H 0.634 0.207 1.533
H -0.345 0.212 -1.443
Tm -1.886 -3.300 -0.825
Li -1.245 2.107 0.362
F 0.657 1.880 0.214
*
```

⟨S²⟩: 3.786
Kohn-Sham gap (spin up / spin down), Eh: 0.1888 / 0.1840

---

# 3
DFT (ωB97M-V with the def2-TZVPD basis set) results for a single C25H31N2O2P molecule in a non-equilibrium geometry.

ORCA input file:
```
! RIJCOSX wB97M-V def2-TZVPD def2/J DEFGRID3
* xyz 0 1
C -1.152 -3.472 -2.301
C -2.029 -4.173 -1.273
C -2.213 -3.362 0.010
C -0.910 -3.154 0.781
H -1.112 -3.011 1.849
H -0.262 -4.030 0.669
O -0.184 -2.029 0.303
P 0.087 -0.775 1.283
O -0.261 -1.056 2.683
C 1.799 -0.348 0.929
C 2.367 -0.564 -0.320
C 3.664 -0.179 -0.573
C 4.443 0.450 0.414
N 5.723 0.857 0.160
C 6.571 1.313 1.234
H 6.589 0.591 2.056
H 6.233 2.278 1.624
H 7.588 1.432 0.868
C 6.299 0.694 -1.152
H 6.469 -0.361 -1.397
H 5.647 1.128 -1.913
H 7.253 1.213 -1.194
C 3.853 0.655 1.674
C 2.555 0.265 1.919
H 2.109 0.424 2.890
H 4.407 1.131 2.466
H 4.075 -0.375 -1.550
H 1.784 -1.046 -1.090
H -2.638 -2.384 -0.224
H -2.915 -3.889 0.661
H -3.013 -4.366 -1.709
H -1.588 -5.140 -1.017
H -0.992 -4.115 -3.164
H -1.621 -2.552 -2.640
H -0.186 -3.220 -1.872
C -0.974 0.603 0.597
N -2.320 0.148 0.812
C -3.409 0.997 0.725
C -3.358 2.207 0.034
C -4.491 2.990 -0.082
C -5.691 2.590 0.480
C -5.749 1.388 1.168
C -4.623 0.600 1.292
H -4.669 -0.334 1.835
H -6.678 1.065 1.615
H -6.571 3.207 0.386
H -4.433 3.927 -0.619
H -2.433 2.535 -0.416
H -2.384 -0.519 1.573
C -0.613 0.845 -0.834
C 0.455 1.681 -1.141
C 0.845 1.864 -2.455
C 0.167 1.220 -3.477
C -0.907 0.400 -3.177
C -1.294 0.211 -1.863
H -2.138 -0.417 -1.624
H -1.445 -0.096 -3.973
H 0.471 1.363 -4.503
H 1.678 2.513 -2.681
H 0.981 2.189 -0.344
H -0.729 1.498 1.198
*
```

SMILES string: CCCCO[P@@](=O)(c1ccc(N(C)C)cc1)[C@H](Nc1ccccc1)c1ccccc1
Kohn-Sham gap, Eh: 0.3102

---

# 4
DFT (ωB97M-V with the def2-TZVPD basis set) results for a single C3H4O molecule.

ORCA input file:
```
! RIJCOSX wB97M-V def2-TZVPD def2/J DEFGRID3
* xyz 0 1
C -1.567 0.144 -1.249
C -0.563 0.103 -0.600
C 0.646 0.049 0.204
O 0.339 -0.459 1.488
H -2.444 0.181 -1.823
H 1.065 1.067 0.276
H 1.379 -0.596 -0.308
H 1.145 -0.490 2.013
*
```

SMILES string: C#CCO
Kohn-Sham gap, Eh: 0.3983

---

# 5
DFT (ωB97M-V with the def2-TZVPD basis set) results for a molecular structure, C17H20N3OS2Tl.

ORCA input file:
```
! RIJCOSX wB97M-V def2-TZVPD def2/J DEFGRID3
* xyz 0 1
Tl -0.374 -0.540 -2.092
C 4.864 -0.865 -2.549
C 4.721 0.414 -1.740
N 3.862 0.254 -0.573
C 4.443 -0.359 0.627
C 3.991 -1.798 0.843
C 2.573 0.622 -0.557
S 1.805 1.223 -1.979
N 1.958 0.595 0.635
C 0.839 -0.044 0.870
O 0.319 -0.924 0.114
C 0.165 0.246 2.174
C 0.649 1.224 3.038
C -0.002 1.481 4.233
C -1.142 0.763 4.574
C -1.629 -0.211 3.715
C -0.978 -0.470 2.517
H 5.500 -0.693 -3.419
H 3.886 -1.199 -2.897
H 5.315 -1.663 -1.957
H 4.302 1.207 -2.353
H 5.695 0.752 -1.380
H 4.169 0.251 1.486
H 5.527 -0.319 0.514
H 2.907 -1.854 0.943
H 4.436 -2.194 1.758
H 4.294 -2.437 0.013
H 1.537 1.775 2.756
H 0.377 2.246 4.899
H -1.649 0.965 5.509
H -2.519 -0.771 3.973
H -1.347 -1.221 1.832
S -3.241 -0.207 -0.431
C -4.569 0.107 -1.380
N -5.657 -0.730 -1.336
C -6.795 -0.570 -2.059
C -6.926 0.473 -2.911
C -5.842 1.379 -3.014
C -4.710 1.207 -2.278
H -5.569 -1.515 -0.706
H -7.556 -1.319 -1.897
H -7.830 0.598 -3.486
H -5.915 2.225 -3.686
H -3.883 1.897 -2.345
*
```

Kohn-Sham gap, Eh: 0.2772

---

# 6
DFT (ωB97M-V with the def2-TZVPD basis set) results for a molecular structure, C3H4MgO4Tm in a non-equilibrium geometry.

ORCA input file:
```
! RIJCOSX wB97M-V def2-TZVPD def2/J DEFGRID3
* xyz 2 4
O 1.980 0.756 -0.736
C 1.170 -0.312 -0.993
O 1.391 -1.392 -0.101
C 1.225 -1.044 1.303
Mg 2.144 0.859 1.166
H 1.362 -0.736 -1.996
H 1.714 -1.853 1.866
H 0.145 -1.091 1.545
H -0.053 0.020 -0.931
O -2.679 0.282 0.402
C -1.908 0.839 -0.408
O -2.214 1.886 -1.017
Tm -4.277 1.788 -0.099
*
```

⟨S²⟩: 3.762
Kohn-Sham gap (spin up / spin down), Eh: 0.2605 / 0.2047